(1)
DFT (ωB97M-V with the def2-TZVPD basis set) results for C2H3BrFNO2 as an isolated structure at a distorted geometry.

The energy relative to the best compared isomer or geometry (same formula, charge and spin) comes out at 131.5 kJ/mol. As for the LUMO energy: -2.261 eV. The electronic energy comes out at -2956.96050 a.u. The gap between HOMO and LUMO is 8.23 eV. The molecular weight comes out at 171.95 g mol⁻¹.

ORCA input file:
```
! RIJCOSX wB97M-V def2-TZVPD def2/J DEFGRID3
* xyz 0 1
C 1.000 0.701 0.056
C -0.249 -0.066 0.389
N -0.657 -1.202 -0.442
O -0.262 -1.124 -1.569
O -1.246 -2.090 0.100
F -0.313 -0.193 1.681
Br -2.138 1.472 -0.128
H 1.748 0.000 0.052
H 0.802 1.204 -0.932
H 1.315 1.299 0.794
*
```

=====

(2)
DFT (ωB97M-V with the def2-TZVPD basis set) results for C19H24CrN3SbSe4 as an isolated structure.

The energy relative to the best compared isomer or geometry (same formula, charge and spin) comes out at 0.0 kJ/mol. As for the LUMO energy (spin up / spin down): 3.274 / 3.273 eV. Its expectation value of S² is 6.04. The electronic energy comes out at -11793.32159 a.u. The gap between HOMO and LUMO (spin up / spin down) is 4.18 / 4.20 eV. The molecular weight comes out at 784.02 g mol⁻¹.

ORCA input file:
```
! RIJCOSX wB97M-V def2-TZVPD def2/J DEFGRID3
* xyz -2 5
Cr 0.294 -0.087 -0.123
Se 3.899 0.751 3.248
Sb 3.363 -0.053 0.957
Se 2.069 1.827 -0.173
Se 1.614 -1.884 1.234
Se 5.210 -0.811 -0.445
C -1.375 2.585 6.400
C -2.387 2.294 5.293
C -3.116 3.598 4.943
C -3.405 1.273 5.820
C -1.715 1.738 4.040
C -0.350 1.528 3.935
C 0.189 1.019 2.765
N -0.561 0.712 1.706
C -1.885 0.908 1.786
C -2.489 1.414 2.927
C -2.648 0.544 0.569
C -4.035 0.688 0.486
C -4.700 0.334 -0.675
C -3.923 -0.159 -1.721
C -2.558 -0.278 -1.579
N -1.921 0.068 -0.450
C -6.212 0.464 -0.840
C -6.805 -0.920 -1.136
C -6.510 1.407 -2.013
C -6.888 1.021 0.412
H -1.896 2.980 7.276
H -0.636 3.323 6.084
H -0.840 1.684 6.702
H -3.598 4.008 5.835
H -3.885 3.439 4.187
H -2.416 4.341 4.557
H -3.890 1.658 6.721
H -2.915 0.330 6.068
H -4.181 1.061 5.083
H 0.340 1.746 4.737
H 1.260 0.859 2.692
H -3.559 1.559 2.958
H -4.583 1.075 1.328
H -4.368 -0.458 -2.662
H -1.918 -0.656 -2.366
H -6.383 -1.349 -2.045
H -7.888 -0.846 -1.266
H -6.602 -1.612 -0.316
H -6.081 1.034 -2.944
H -6.093 2.399 -1.828
H -7.589 1.506 -2.152
H -6.730 0.376 1.278
H -7.964 1.093 0.240
H -6.521 2.020 0.659
N 0.149 -1.225 -3.169
C 0.379 -0.846 -2.096
*
```

=====

(3)
DFT (ωB97M-V with the def2-TZVPD basis set) results for the molecule C24H24N2O5 at a distorted geometry.

The energy relative to the best compared isomer or geometry (same formula, charge and spin) comes out at 147.8 kJ/mol. As for the LUMO energy: 0.597 eV. The electronic energy comes out at -1414.67141 a.u. The gap between HOMO and LUMO is 9.18 eV. The molecular weight comes out at 420.46 g mol⁻¹. Its SMILES is COc1ccccc1C(=O)O/N=C(/C)c1ccc(N2C(=O)[C@H]3CCCC[C@H]3C2=O)cc1.

ORCA input file:
```
! RIJCOSX wB97M-V def2-TZVPD def2/J DEFGRID3
* xyz 0 1
C 3.405 6.726 -2.350
H 2.511 7.349 -2.237
H 4.112 6.952 -1.545
H 3.874 6.940 -3.309
O 3.084 5.358 -2.390
C 2.487 4.785 -1.328
C 2.144 5.469 -0.161
C 1.515 4.815 0.882
C 1.213 3.467 0.790
C 1.547 2.776 -0.357
C 2.180 3.411 -1.423
C 2.541 2.654 -2.646
O 3.299 2.987 -3.511
O 1.869 1.468 -2.636
N 2.093 0.643 -3.750
C 1.665 -0.546 -3.645
C 0.971 -1.096 -2.462
C 1.385 -2.293 -1.883
C 0.785 -2.763 -0.731
C -0.256 -2.046 -0.155
C -0.701 -0.868 -0.739
C -0.083 -0.395 -1.880
H -0.428 0.523 -2.331
H -1.512 -0.315 -0.294
N -0.862 -2.512 1.039
C -1.134 -1.690 2.127
O -0.980 -0.500 2.155
C -1.573 -2.599 3.260
C -2.044 -3.857 2.532
C -1.234 -3.834 1.251
O -1.013 -4.746 0.502
C -3.521 -3.778 2.103
C -4.410 -3.298 3.243
H -5.447 -3.280 2.907
H -4.339 -3.986 4.088
C -3.971 -1.904 3.677
H -4.004 -1.227 2.820
H -4.647 -1.513 4.439
C -2.555 -1.956 4.237
H -2.558 -2.532 5.165
H -2.201 -0.948 4.462
H -3.836 -4.760 1.747
H -3.618 -3.077 1.269
H -1.873 -4.772 3.100
H -0.650 -2.830 3.809
H 1.119 -3.684 -0.281
H 2.205 -2.847 -2.314
C 1.900 -1.440 -4.817
H 0.956 -1.867 -5.152
H 2.356 -0.871 -5.622
H 2.560 -2.260 -4.539
H 1.322 1.724 -0.434
H 0.722 2.956 1.604
H 1.261 5.368 1.774
H 2.367 6.519 -0.061
*
```

=====

(4)
DFT (ωB97M-V with the def2-TZVPD basis set) results for a 2-piece molecular cluster, C3H4N2OS overall at a distorted geometry.

The energy relative to the best compared isomer or geometry (same formula, charge and spin) comes out at 495.6 kJ/mol. As for the LUMO energy (spin up / spin down): -1.971 / -2.024 eV. The electronic energy comes out at -699.48336 a.u. The gap between HOMO and LUMO (spin up / spin down) is 6.50 / 6.45 eV. The molecular weight comes out at 116.14 g mol⁻¹.

ORCA input file:
```
! RIJCOSX wB97M-V def2-TZVPD def2/J DEFGRID3
* xyz 0 1
C 0.924 -1.368 -0.284
C 1.551 -0.368 0.623
C -0.606 0.195 -0.077
N -0.215 -1.043 -0.706
N 0.575 0.500 0.746
O -0.089 2.734 -1.358
S 1.226 3.303 -1.019
H 1.532 -2.230 -0.571
H -0.715 0.864 -0.880
H -1.391 -0.183 0.462
H 0.716 1.321 1.348
*
```

=====

(5)
DFT (ωB97M-V with the def2-TZVPD basis set) results for a 2-piece molecular cluster, CH4O2P overall at a distorted geometry.

The energy relative to the best compared isomer or geometry (same formula, charge and spin) comes out at 201.0 kJ/mol. As for the LUMO energy: 3.990 eV. The electronic energy comes out at -532.35315 a.u. The gap between HOMO and LUMO is 7.03 eV. The molecular weight comes out at 79.02 g mol⁻¹.

ORCA input file:
```
! RIJCOSX wB97M-V def2-TZVPD def2/J DEFGRID3
* xyz -1 1
C -0.799 -0.631 0.021
O 1.878 1.278 -0.302
O -3.181 0.595 -0.017
P -1.706 0.822 -0.064
H 0.924 1.130 -0.380
H -1.258 -1.581 -0.168
H 0.200 -0.476 -0.039
H 2.326 1.322 -1.189
*
```

=====

(6)
DFT (ωB97M-V with the def2-TZVPD basis set) results for an isolated ion of composition C4H4NO5 and charge -1 at a distorted geometry.

The energy relative to the best compared isomer or geometry (same formula, charge and spin) comes out at 643.2 kJ/mol. As for the LUMO energy (spin up / spin down): 3.636 / 3.636 eV. The electronic energy comes out at -585.62132 a.u. The gap between HOMO and LUMO (spin up / spin down) is 5.97 / 5.97 eV. The molecular weight comes out at 146.08 g mol⁻¹.

ORCA input file:
```
! RIJCOSX wB97M-V def2-TZVPD def2/J DEFGRID3
* xyz -1 1
C -1.688 -0.722 0.529
C -1.874 0.337 -0.265
C 1.055 -0.008 0.101
C 0.692 -1.302 0.317
N 0.490 0.862 0.886
O 0.958 2.200 0.686
O -0.565 -1.416 0.946
O -2.100 1.250 -1.004
O 2.132 0.436 -0.782
O 0.943 -2.317 -0.689
H -2.595 -1.105 1.004
H 0.196 2.576 0.383
H 2.103 1.358 -0.614
H 0.253 -2.149 -1.496
*
```

=====

(7)
DFT (ωB97M-V with the def2-TZVPD basis set) results for C30H25IO8S2Sb as an isolated structure at a distorted geometry.

As for the LUMO energy: 0.190 eV. The electronic energy comes out at -3094.44913 a.u. The gap between HOMO and LUMO is 5.51 eV. The molecular weight comes out at 826.32 g mol⁻¹.

ORCA input file:
```
! RIJCOSX wB97M-V def2-TZVPD def2/J DEFGRID3
* xyz -1 1
C 7.900 3.278 4.901
S 6.960 2.127 5.912
O 7.850 1.010 6.108
O 6.547 2.826 7.111
Sb 4.898 1.265 4.628
I 4.526 -0.759 6.558
C 3.619 2.639 5.857
S 3.575 4.205 5.134
O 3.117 5.219 6.019
O 2.920 4.098 3.871
H 8.926 2.945 4.931
H 7.517 3.280 3.889
H 7.840 4.278 5.311
H 5.937 0.192 3.753
H 3.490 0.767 3.749
H 5.244 2.526 3.457
H 3.979 2.703 6.874
H 2.612 2.250 5.834
H 4.882 4.400 4.855
C -0.114 -4.764 -0.284
C 0.024 -4.571 -1.654
C 0.387 -3.331 -2.146
C 0.603 -2.274 -1.271
C 0.445 -2.464 0.103
C 0.095 -3.714 0.592
C 0.628 -1.334 1.063
O 0.488 -1.505 2.252
C 0.969 0.005 0.505
C 1.099 1.086 1.364
C 1.427 2.335 0.868
C 1.634 2.508 -0.496
C 1.501 1.437 -1.362
C 1.163 0.184 -0.869
C 1.004 -0.948 -1.820
O 1.180 -0.798 -3.014
H -0.391 -5.737 0.099
H -0.152 -5.390 -2.338
H 0.501 -3.173 -3.209
H -0.014 -3.853 1.658
H 0.949 0.954 2.427
H 1.534 3.170 1.549
H 1.901 3.483 -0.881
H 1.661 1.565 -2.423
C -8.418 -2.443 -3.229
C -7.601 -3.540 -2.978
C -6.225 -3.409 -3.032
C -5.659 -2.181 -3.347
C -6.479 -1.084 -3.615
C -7.859 -1.219 -3.547
C -5.896 0.237 -3.993
O -6.613 1.189 -4.220
C -4.414 0.345 -4.088
C -3.849 1.550 -4.483
C -2.473 1.673 -4.564
C -1.655 0.595 -4.244
C -2.212 -0.609 -3.854
C -3.591 -0.742 -3.780
C -4.172 -2.056 -3.384
O -3.463 -2.999 -3.106
H -9.493 -2.546 -3.177
H -8.040 -4.498 -2.737
H -5.582 -4.254 -2.833
H -8.486 -0.361 -3.747
H -4.491 2.384 -4.724
H -2.034 2.612 -4.874
H -0.578 0.688 -4.298
H -1.578 -1.450 -3.606
*
```

=====

(8)
DFT (ωB97M-V with the def2-TZVPD basis set) results for C36H39N5O2RuS as an isolated structure at a distorted geometry.

The energy relative to the best compared isomer or geometry (same formula, charge and spin) comes out at 0.0 kJ/mol. As for the LUMO energy (spin up / spin down): -8.693 / -9.313 eV. Its expectation value of S² is 8.77. The electronic energy comes out at -2311.53028 a.u. The gap between HOMO and LUMO (spin up / spin down) is 5.65 / 6.67 eV. The molecular weight comes out at 706.88 g mol⁻¹.

ORCA input file:
```
! RIJCOSX wB97M-V def2-TZVPD def2/J DEFGRID3
* xyz 3 6
Ru 12.778 10.311 13.378
C 17.206 6.025 17.030
C 16.401 6.786 15.999
C 16.687 6.706 14.622
C 15.925 7.406 13.657
C 16.215 7.202 12.282
N 15.380 7.245 11.234
C 13.933 7.035 11.229
C 13.541 5.766 10.432
C 12.022 5.532 10.390
N 11.401 5.204 11.668
C 10.670 6.020 12.434
C 10.054 7.289 12.056
C 8.943 7.285 11.167
C 8.136 8.412 10.955
C 6.908 8.369 10.057
C 8.515 9.592 11.601
C 9.691 9.690 12.372
C 9.972 10.947 12.988
N 11.087 11.345 13.537
C 11.063 12.500 14.488
C 11.250 12.031 15.915
C 12.644 11.578 16.280
N 13.122 10.416 15.443
C 13.809 9.493 16.051
C 14.692 8.524 15.464
C 15.339 7.614 16.356
C 14.965 8.422 14.074
O 14.547 9.248 13.144
C 10.507 8.543 12.604
O 11.582 8.588 13.370
H 18.145 5.648 16.629
H 16.677 5.166 17.439
H 17.517 6.664 17.882
H 17.476 6.034 14.296
H 17.276 6.957 12.076
H 15.848 7.266 10.330
H 13.457 7.935 10.804
H 13.625 6.981 12.280
H 14.097 4.888 10.801
H 13.801 5.907 9.379
H 11.857 4.703 9.693
H 11.515 6.424 9.990
H 11.660 4.335 12.129
H 10.510 5.674 13.469
H 8.651 6.364 10.687
H 6.843 7.423 9.527
H 6.957 9.154 9.308
H 5.996 8.512 10.633
H 7.883 10.464 11.479
H 9.122 11.640 12.974
H 10.121 13.033 14.358
H 11.893 13.158 14.194
H 10.533 11.232 16.134
H 11.009 12.890 16.574
H 12.708 11.223 17.317
H 13.340 12.413 16.141
H 13.824 9.412 17.151
H 15.027 7.609 17.416
N 13.143 10.612 11.352
S 12.278 11.306 10.127
C 13.519 12.140 9.134
C 13.291 12.347 7.770
C 14.321 12.816 6.956
C 15.582 13.053 7.505
C 15.837 12.802 8.847
C 14.781 12.377 9.669
C 11.973 9.933 8.989
C 10.653 9.610 8.621
C 10.420 8.518 7.784
C 11.499 7.808 7.221
C 12.805 8.128 7.569
C 13.043 9.208 8.452
H 13.936 10.128 10.906
H 12.309 12.102 7.365
H 14.148 12.970 5.886
H 16.396 13.449 6.867
H 16.847 12.948 9.239
H 14.967 12.237 10.746
H 9.831 10.239 8.981
H 9.388 8.258 7.510
H 11.300 7.001 6.517
H 13.658 7.580 7.139
H 14.079 9.498 8.672
*
```